Below is 2 unconnected molecules or ions with the total composition C20H18N2O2, with properties calculated with the ωB97M-V functional and the def2-TZVPD basis.

Summary:
Max |F| ... 0.0306 hartree/bohr
Gap between HOMO and LUMO ... 5.37 eV
Molar mass ... 318.4 g/mol
Spin multiplicity ... 1
ΔE to the lowest compared entry with this formula, charge and spin ... 82.82 kcal/mol

Each line ends with the Mulliken charge.
Positions of all 42 atoms, in Å:
C  0.566  -1.214  2.043  -0.516
C  -0.912  -0.960  1.943  -0.345
C  -1.007  0.520  1.532  0.001
O  -2.081  1.037  1.235  -0.720
N  0.236  1.122  1.540  0.233
C  1.188  0.141  1.688  0.167
O  2.408  0.278  1.574  -0.696
H  0.855  -1.501  3.062  0.209
H  0.915  -1.981  1.343  0.249
H  -1.393  -1.604  1.199  0.265
H  -1.407  -1.107  2.911  0.203
C  5.096  6.732  3.685  -0.940
N  4.038  5.952  3.065  0.168
C  3.216  6.407  2.077  -0.910
C  2.274  5.392  1.738  0.559
C  1.194  5.484  0.848  -0.770
C  0.584  4.508  0.021  1.122
C  1.133  3.216  -0.193  0.092
C  0.461  2.295  -0.989  -0.541
C  -0.772  2.604  -1.570  -0.289
C  -1.293  3.901  -1.441  -0.585
C  -0.612  4.847  -0.690  -0.779
C  2.562  4.282  2.635  0.969
C  1.848  3.148  2.965  -0.363
C  2.299  2.342  4.020  -0.823
C  3.446  2.683  4.752  -0.780
C  4.149  3.868  4.474  -0.952
C  3.682  4.646  3.421  0.376
H  5.516  6.165  4.520  0.283
H  5.896  6.953  2.965  0.326
H  4.706  7.689  4.058  0.351
H  3.323  7.403  1.657  0.459
H  0.843  6.511  0.680  0.349
H  2.072  2.948  0.290  0.378
H  0.900  1.311  -1.144  0.376
H  -1.324  1.830  -2.107  0.386
H  -2.233  4.160  -1.931  0.369
H  -0.988  5.871  -0.603  0.320
H  0.965  2.905  2.381  0.840
H  1.755  1.433  4.266  0.362
H  3.783  2.018  5.547  0.374
H  5.022  4.180  5.045  0.221